23
Properties=species:S:1:pos:R:3:nbo_charge:R:1 method="wB97M-V/def2-TZVPD" energy_ha=-567.96686 total_charge=0 relative_energy_ev=1.002 homo_energy_ha=-0.3359
C 2.364 0.308 1.250 0.656
C 0.017 -0.727 1.057 -0.236
C -0.923 -0.324 -0.074 -0.049
C -2.142 0.272 0.269 -0.220
C -3.009 0.773 -0.707 -0.208
C -2.723 0.391 -2.045 -0.209
C -1.536 -0.287 -2.351 -0.197
C -0.613 -0.643 -1.367 -0.211
C 2.648 -1.463 -0.176 0.424
H 3.965 1.373 1.716 0.404
H 2.616 1.722 2.655 0.391
H 0.630 1.278 1.131 0.406
H 0.526 -1.647 0.884 0.240
H -0.581 -0.828 1.974 0.197
H -2.395 0.451 1.318 0.207
H -3.808 1.453 -0.415 0.220
H -3.344 0.720 -2.878 0.215
H -1.341 -0.507 -3.372 0.213
H 0.279 -1.224 -1.597 0.255
N 2.942 1.457 1.741 -0.791
N 0.987 0.343 1.327 -0.617
N 3.098 -0.549 0.580 -0.625
N 2.338 -2.340 -0.919 -0.467



22
Properties=species:S:1:pos:R:3:nbo_charge:R:1 method="wB97M-V/def2-TZVPD" energy_ha=-554.10650 total_charge=-1 relative_energy_ev=1.800 homo_energy_ha=-0.0715
C -0.949 1.121 -2.299 0.248
C -0.606 -3.397 -0.292 -0.635
C -1.824 -3.578 0.067 0.766
C 0.328 -2.294 -0.043 0.600
C -0.371 -1.133 0.674 -0.452
C -1.076 0.063 -1.464 -0.723
C -0.484 0.236 -0.026 -0.034
C 0.924 0.904 -0.127 -0.632
C -1.500 1.221 0.704 -0.614
N -0.698 1.913 -3.126 -0.594
O -2.938 -3.900 0.268 -0.465
O 1.521 -2.284 -0.337 -0.557
H -0.177 -4.220 -0.695 0.266
H -1.503 -1.555 0.797 0.163
H -0.148 -1.070 1.788 0.222
H -1.841 -0.711 -1.660 0.198
H 0.832 1.583 -0.978 0.237
H 1.749 0.318 -0.434 0.226
H 0.993 1.485 0.768 0.181
H -1.072 2.267 0.681 0.206
H -1.617 0.889 1.785 0.169
H -2.515 1.305 0.249 0.223



24
Properties=species:S:1:pos:R:3:nbo_charge:R:1 method="wB97M-V/def2-TZVPD" energy_ha=-1027.58136 total_charge=-1 relative_energy_ev=1.397 homo_energy_ha=-0.1401
C 3.220 1.047 0.743 -0.497
C 2.860 0.416 -0.405 0.105
C 0.819 1.045 0.228 -0.122
C -2.542 1.755 -0.750 0.725
C -2.312 -1.642 0.473 -0.430
C -1.624 -0.738 -0.559 -0.534
C -2.150 -0.831 1.758 -0.076
C -1.758 0.627 0.065 0.520
C 3.791 -0.231 -1.382 -0.624
N 1.516 0.419 -0.647 -0.588
O -2.063 2.803 -1.096 -0.668
O -3.645 1.211 -0.868 -0.716
O -2.080 0.533 1.341 -0.474
S 1.816 1.689 1.538 0.251
H 4.198 1.175 1.169 0.209
H -3.371 -1.739 0.227 0.212
H -1.865 -2.631 0.549 0.208
H -0.564 -0.968 -0.672 0.268
H -2.093 -0.769 -1.540 0.242
H -2.992 -0.919 2.450 0.187
H -1.219 -1.076 2.282 0.181
H 4.785 -0.343 -0.951 0.199
H 3.409 -1.210 -1.671 0.211
H 3.863 0.379 -2.284 0.210



21
Properties=species:S:1:pos:R:3:nbo_charge:R:1 method="wB97M-V/def2-TZVPD" energy_ha=-2825.48789 total_charge=0 relative_energy_ev=2.198 homo_energy_ha="-0.2810 / -0.2801"
C -1.596 2.301 -0.367 -0.237
C -0.479 3.104 0.051 -0.184
C -1.396 1.006 -0.746 -0.198
C 0.782 2.511 0.240 -0.256
C -0.137 0.449 -0.697 -0.098
C 0.951 1.162 -0.046 -0.164
C 0.208 -0.977 -1.062 -0.001
C 0.865 -1.779 -0.042 0.061
C 0.435 -1.991 1.354 -0.699
O 0.914 -1.080 -2.220 -0.682
Se 2.737 0.432 -0.092 -0.002
H -2.610 2.772 -0.474 0.220
H -0.618 4.212 0.179 0.220
H -2.289 0.327 -0.901 0.216
H 1.628 3.066 0.721 0.226
H -0.905 -1.461 -1.231 0.192
H 1.435 -2.596 -0.456 0.184
H -0.150 -1.199 1.715 0.235
H 1.330 -2.162 1.866 0.253
H -0.181 -2.984 1.651 0.239
H 1.596 -1.750 -2.119 0.474



26
Properties=species:S:1:pos:R:3:nbo_charge:R:1 method="wB97M-V/def2-TZVPD" energy_ha=-3228.92455 total_charge=0 relative_energy_ev=0.218 homo_energy_ha=-0.3344
C -2.118 -1.951 -0.685 -0.631
C -1.976 -0.493 -1.132 -0.219
N -1.609 0.462 -0.086 -0.622
C -0.438 0.194 0.612 0.161
C 0.802 0.387 0.133 -0.438
B 1.094 1.025 -1.282 1.018
C 1.661 2.501 -1.344 -1.002
O 0.883 0.329 -2.432 -0.874
C 1.983 0.035 0.946 0.526
O 3.105 0.305 0.556 -0.511
C 1.772 -0.663 2.231 -0.258
C 0.556 -0.853 2.731 -0.126
Br 0.249 -1.764 4.343 0.122
C -0.635 -0.337 2.002 0.458
O -1.745 -0.344 2.513 -0.499
H -3.123 -2.211 -0.370 0.211
H -1.883 -2.590 -1.530 0.215
H -1.431 -2.233 0.107 0.203
H -2.944 -0.173 -1.503 0.200
H -1.302 -0.446 -1.974 0.215
H -2.375 0.647 0.543 0.395
H 0.849 3.216 -1.240 0.249
H 2.320 2.634 -0.491 0.246
H 2.245 2.697 -2.238 0.220
H 1.416 0.666 -3.151 0.498
H 2.646 -1.036 2.741 0.242



25
Properties=species:S:1:pos:R:3:nbo_charge:R:1 method="wB97M-V/def2-TZVPD" energy_ha=-634.27813 total_charge=0 relative_energy_ev=6.038 homo_energy_ha="-0.2673 / -0.2674"
B -1.912 1.120 0.250 1.081
C 0.369 -1.971 0.286 -0.283
C 1.692 -1.443 0.559 -0.211
C 1.793 1.015 -1.344 0.032
C -0.617 -1.113 -0.181 0.021
C 1.939 -0.155 0.866 0.040
C 0.594 1.276 -0.404 -0.337
C 1.100 0.995 1.001 -0.043
C -0.588 0.295 -0.168 -0.345
C -1.937 -1.849 -0.471 -0.633
N 2.944 0.879 -0.867 -0.239
N 3.217 0.486 0.432 -0.458
O -3.134 0.609 0.261 -0.914
O -1.773 2.491 0.258 -0.904
H 0.338 -3.005 0.191 0.203
H 2.509 -2.246 0.618 0.224
H 1.662 1.085 -2.476 0.203
H 0.139 2.210 -0.694 0.266
H 0.754 1.506 1.863 0.235
H -1.735 -2.659 -1.224 0.217
H -2.713 -1.191 -0.798 0.232
H -2.315 -2.432 0.457 0.215
H 4.187 0.108 0.392 0.399
H -3.973 1.023 0.579 0.512
H -2.541 2.967 0.615 0.486



32
Properties=species:S:1:pos:R:3:nbo_charge:R:1 method="wB97M-V/def2-TZVPD" energy_ha=-5262.80714 total_charge=0 homo_energy_ha=-0.2918
Fe -0.244 -0.163 -1.282 0.933
C 1.461 -2.692 1.620 -0.683
C 1.081 -1.629 0.638 0.254
N -0.075 -1.542 0.063 -0.193
O -1.072 -2.476 0.314 -0.542
C 2.004 -0.589 0.270 -0.010
C 3.413 -0.446 0.734 -0.652
N 1.497 0.264 -0.612 0.039
O 2.156 1.232 -1.048 -0.485
H 0.619 -3.298 1.946 0.224
H 1.890 -2.226 2.507 0.247
H 2.224 -3.345 1.194 0.246
H -0.659 -3.348 0.380 0.465
H 3.628 -1.083 1.590 0.208
H 3.608 0.591 1.008 0.240
H 4.111 -0.695 -0.068 0.230
O 0.337 -1.338 -2.898 -0.811
Cl -0.930 -0.830 -3.467 2.497
O -1.190 -1.340 -4.751 -0.745
O -0.813 0.625 -3.434 -0.832
O -1.940 -1.189 -2.474 -0.812
Br -3.003 1.497 3.469 0.095
C -2.313 1.922 1.768 -0.116
C -2.436 3.199 1.251 -0.176
C -1.906 3.447 -0.003 -0.229
C -1.280 2.421 -0.685 0.068
N -1.169 1.191 -0.174 -0.433
C -1.676 0.939 1.035 0.029
H -2.932 3.976 1.816 0.239
H -1.972 4.427 -0.454 0.238
H -0.846 2.570 -1.665 0.234
H -1.574 -0.069 1.412 0.233



24
Properties=species:S:1:pos:R:3:nbo_charge:R:1 method="wB97M-V/def2-TZVPD" energy_ha=-1035.44609 total_charge=0 relative_energy_ev=0.000 homo_energy_ha=-0.3149
O 4.174 1.089 -0.289 -0.737
C 2.811 0.798 -0.524 -0.089
H 2.652 0.517 -1.574 0.162
C 2.443 -0.383 0.380 0.069
O 3.266 -1.490 0.114 -0.716
H 4.170 -1.153 0.056 0.488
C 0.997 -0.827 0.155 -0.075
H 0.892 -1.189 -0.876 0.180
H 0.776 -1.652 0.843 0.188
O 0.151 0.277 0.388 -0.499
C -1.192 0.113 0.241 0.310
C -1.825 -1.090 -0.053 -0.297
C -3.204 -1.138 -0.175 -0.196
C -3.954 0.011 -0.010 -0.072
C -3.336 1.219 0.282 -0.208
C -1.964 1.266 0.406 -0.243
H -1.462 2.192 0.632 0.226
H -3.927 2.112 0.409 0.229
Cl -5.675 -0.054 -0.168 -0.001
H -3.692 -2.074 -0.400 0.227
H -1.259 -1.997 -0.187 0.226
H 2.564 -0.061 1.426 0.165
H 2.170 1.651 -0.277 0.181
H 4.424 1.865 -0.800 0.479